Molecular formula: C48H78N13O3P
Method: DFT, ωB97M-V/def2-TZVPD

Results
Lowest unoccupied orbital energy (eV): 0.2
M (Da): 916.2
SMILES: CCCCCCCCCCCC[C@@H]1[C@](O)(c2cccnc2)C(=O)N[C@]1(OCC)P(C)CC.CC#N.CC#N.CC#N.CC#N.CC#N.CC#N.CC#N.CC#N.CC#N.CC#N.CC#N

Last column: Mulliken charge in e.
CARTESIAN COORDINATES (ANGSTROEM)
C -3.34337 -3.97997 5.37967  -1.43
C -3.73179 -4.42806 3.95358  -0.25
C -2.50863 -5.01149 3.23611  -0.90
C -2.57626 -4.91500 1.68248  -0.30
C -1.17291 -4.63039 1.12742  -0.39
C -0.99686 -4.96744 -0.37746  -1.53
C -1.09910 -3.70662 -1.26846  1.63
C -0.05484 -3.64432 -2.39918  -1.56
C -0.03544 -2.20678 -2.98037  0.56
C 1.22238 -1.89486 -3.81596  -1.64
C 2.28471 -1.02421 -3.12037  -0.55
C 1.74429 0.26197 -2.48649  -0.29
C 2.64028 0.89191 -1.38749  0.19
C 3.71719 0.06543 -0.68838  2.07
O 4.74747 -0.46592 -1.48949  -0.63
C 3.28128 -1.06126 0.27251  0.68
C 4.04451 -1.37323 1.40256  -0.79
C 3.55956 -2.44575 2.16311  -0.95
C 2.41230 -3.11048 1.77322  -0.82
N 1.64466 -2.82244 0.71452  0.14
C 2.12866 -1.79346 0.01614  -0.65
C 4.28360 1.19035 0.23311  -0.62
O 5.42436 1.36300 0.56089  -0.63
N 3.21310 2.04626 0.58621  -0.13
C 2.00902 1.81663 -0.30751  0.27
O 1.77333 3.11844 -0.81821  -0.48
C 0.43918 3.51892 -1.03453  0.59
C -0.17931 3.10021 -2.37199  -1.17
P 0.85107 0.99884 0.91637  0.25
C 0.63496 2.34356 2.18554  -1.41
C -0.82396 0.70468 0.16108  1.41
C -1.99867 1.27827 0.98416  -1.80
H -4.20915 -3.93288 6.04640  0.46
H -2.64323 -4.68778 5.82732  0.33
H -2.87499 -2.99736 5.38369  0.36
H -4.14606 -3.56067 3.44146  0.33
H -4.48507 -5.20983 4.07989  0.26
H -2.35433 -6.05506 3.51258  0.21
H -1.64222 -4.42291 3.54958  0.40
H -2.97627 -5.83929 1.26055  0.51
H -3.25615 -4.08877 1.46785  -0.12
H -0.94626 -3.58292 1.33343  0.28
H -0.44097 -5.21297 1.69469  0.39
H -0.04296 -5.47194 -0.51474  0.52
H -1.83501 -5.61923 -0.63482  0.42
H -2.08426 -3.61802 -1.73931  0.04
H -1.00670 -2.83102 -0.62337  -1.03
H -0.38560 -4.29743 -3.21017  0.44
H 0.93067 -3.92442 -2.02671  0.54
H -0.19010 -1.53148 -2.13722  -0.76
H -0.90809 -2.07900 -3.62731  0.76
H 1.70760 -2.84393 -4.06110  0.59
H 0.92838 -1.45815 -4.77365  0.33
H 2.84322 -1.65413 -2.43188  0.28
H 3.00169 -0.72198 -3.88876  0.63
H 0.73102 0.16501 -2.09145  -1.04
H 1.67671 0.99807 -3.29019  0.94
H 3.22574 1.64581 -1.94071  -0.08
H 5.48797 0.15217 -1.49849  0.43
H 4.94565 -0.85936 1.69953  0.60
H 4.08307 -2.76080 3.04857  0.69
H 2.09485 -3.95688 2.37864  0.50
H 1.54211 -1.49861 -0.84961  0.00
H 3.55156 2.96429 0.28857  0.36
H -0.25279 3.25334 -0.23292  -0.38
H 0.46134 4.61272 -1.04944  0.28
H -1.24643 3.33344 -2.29336  0.34
H -0.11889 2.03470 -2.57593  0.13
H 0.19210 3.68261 -3.21483  0.31
H -0.10740 2.02032 2.90875  0.47
H 1.60536 2.42361 2.67268  0.47
H 0.40072 3.31754 1.75429  0.30
H -0.91562 1.00104 -0.88467  0.01
H -0.96037 -0.37810 0.17750  -0.75
H -2.93691 1.11489 0.45754  0.35
H -1.88943 2.34396 1.18334  0.43
H -2.06573 0.69816 1.90459  0.39
C -1.40576 -3.14196 9.39075  -0.78
C -0.94981 -3.02436 8.00620  0.34
N -0.59602 -2.93857 6.91832  -0.33
H -2.46323 -3.39793 9.40885  0.26
H -0.84083 -3.92015 9.89957  0.26
H -1.25802 -2.19672 9.90868  0.27
C 6.32159 3.06975 -2.61759  -0.15
C 6.02255 3.02995 -4.04841  0.37
N 5.77717 3.01508 -5.16998  -0.47
H 5.41963 2.86789 -2.04208  -0.15
H 7.07572 2.32433 -2.37147  0.25
H 6.69523 4.05654 -2.35349  0.20
C 6.08074 -3.45327 -0.24731  -0.07
C 6.42598 -4.80585 -0.68597  0.10
N 6.70547 -5.86893 -1.01838  -0.45
H 6.22381 -2.74700 -1.06176  0.25
H 5.03995 -3.42402 0.06426  -0.15
H 6.71145 -3.16613 0.59247  0.36
C -5.19244 -2.49726 -1.45925  -0.98
C -4.11864 -1.92855 -0.64655  0.48
N -3.25223 -1.52110 -0.01361  -0.31
H -4.80353 -3.31236 -2.05728  0.12
H -5.98451 -2.87489 -0.81552  0.33
H -5.60109 -1.73747 -2.12096  0.36
C -1.50422 7.35551 -2.15793  -0.50
C -2.42751 6.22208 -2.18345  0.53
N -3.16499 5.34207 -2.20527  -0.51
H -1.01932 7.45697 -3.12698  0.33
H -2.05068 8.26935 -1.93260  -0.04
H -0.74511 7.19927 -1.39394  0.24
C 5.75889 7.04637 -4.68675  -0.77
C 6.27737 6.77970 -3.34533  0.42
N 6.69010 6.55736 -2.29734  -0.46
H 5.94752 8.08403 -4.95414  0.31
H 6.24994 6.39372 -5.40572  0.27
H 4.68776 6.85827 -4.71057  0.25
C -4.83777 5.03553 0.61223  -0.40
C -5.89171 5.54956 1.48753  0.23
N -6.71845 5.95370 2.17458  -0.46
H -4.02034 4.64045 1.21265  0.16
H -5.23246 4.24144 -0.01721  0.31
H -4.46172 5.83260 -0.02198  0.14
C -3.58818 -5.09943 -5.40518  -0.70
C -4.73362 -4.49116 -4.72899  0.43
N -5.62992 -4.00930 -4.19775  -0.45
H -2.84044 -5.39191 -4.67025  0.17
H -3.91172 -5.97973 -5.95634  0.31
H -3.14839 -4.38483 -6.09764  0.26
C 5.72566 -6.77379 2.54824  -0.83
C 5.19110 -5.66758 3.34340  0.47
N 4.75977 -4.79632 3.95412  -0.47
H 4.93581 -7.19767 1.93183  0.26
H 6.52352 -6.41430 1.90112  0.22
H 6.11820 -7.54443 3.20832  0.32
C -5.04859 10.50960 -2.77128  -0.80
C -3.88861 10.49287 -1.88010  0.39
N -2.98114 10.48604 -1.17684  -0.43
H -5.62644 11.41592 -2.60409  0.32
H -4.71747 10.48274 -3.80726  0.27
H -5.67693 9.64366 -2.57342  0.27
C -6.66288 3.37949 4.68267  -0.43
C -6.20577 2.06299 4.23759  0.29
N -5.84968 1.03027 3.88498  -0.34
H -6.55765 4.10290 3.87691  -0.02
H -7.70966 3.32799 4.97429  0.26
H -6.07090 3.70741 5.53478  0.25